1.
Entry from the OMol25 dataset: a cluster of 4 separate species, C3H13NO3 in total (ωB97M-V/def2-TZVPD).

Properties
SMILES: C=CNC.O.O.O
total charge: 0

Atoms and positions in Å:
C -0.79884 1.01903 -0.57142
C -1.21556 -0.10741 0.03924
N -0.35639 -1.19593 0.49100
C -0.71105 -2.59483 0.32664
H 0.22595 0.95651 -1.00081
H -1.49703 1.75881 -0.98911
H -2.22101 -0.31180 0.41960
H 0.52899 -0.72566 0.75535
H -1.80205 -2.74301 0.48123
H -0.34163 -3.31205 1.05596
H -0.66189 -2.82779 -0.73203
O -1.59226 2.45839 2.29062
H -1.58451 1.66145 1.69679
H -0.63064 2.57425 2.32663
O 1.27328 -1.02555 -1.98723
H 0.50050 -1.27322 -1.44065
H 1.19361 -1.57223 -2.77674
O 2.83680 1.33991 -0.52992
H 3.10333 0.45147 -0.26734
H 2.01107 1.47360 -0.05487

Forces on atoms 1 to 3 (eV/Å):
C 0.3 -1.4 -0.9
C 0.1 -1.4 1.0
N 0.1 3.2 0.2

=====

2.
Entry from the OMol25 dataset: a cluster of 2 separate species, H4O2 in total (ωB97M-V/def2-TZVPD).

Properties
SMILES: O.O
total charge: 0

Atoms and positions in Å:
O 1.48471 -0.21193 -0.16464
H 1.51900 0.71126 0.20345
H 1.96156 -0.73797 0.48972
O -1.79573 -0.31743 -0.03154
H -2.14771 0.62540 0.11146
H -1.02183 -0.06933 -0.60846

Forces on atoms 1 to 3 (eV/Å):
O 0.1 1.4 0.6
H 0.0 -1.4 -0.5
H -0.1 0.0 -0.1

=====

3.
Entry from the OMol25 dataset: a cluster of 2 separate species, C7H16N in total (ωB97M-V/def2-TZVPD).

Properties
total charge: +1

Atoms and positions in Å:
C -1.61108 -0.56791 -0.65445
C -0.85732 -0.26422 0.44011
C -0.53412 1.14090 0.72606
C -0.80438 -1.37328 1.49609
C 0.14781 1.46593 2.00258
C 1.46268 -0.31297 -2.19381
C 1.50736 -1.16008 -1.01756
N -0.85056 2.07761 -0.13795
H -1.94073 0.22068 -1.32144
H -2.30317 -1.31247 -0.77017
H -1.00452 -2.33159 1.13156
H -1.46216 -1.19109 2.30403
H 0.26475 -1.18813 1.81303
H -0.53589 1.48510 2.80924
H 0.58700 2.45808 1.91763
H 1.04197 0.65693 2.23295
H 1.58017 -0.81280 -3.20262
H 2.27311 0.39087 -2.26406
H 0.49401 -0.00959 -2.26670
H 0.81365 -2.03042 -1.04439
H 1.33481 -0.64407 -0.14538
H 2.53964 -1.70153 -0.97156
H -0.66256 3.07132 0.05421
H -1.48049 1.93273 -0.93740

Forces on atoms 1 to 3 (eV/Å):
C 0.6 4.0 1.1
C -3.5 -1.6 -1.0
C 0.1 -0.8 -0.8

=====

4.
Entry from the OMol25 dataset: the molecule C2H4N4O (ωB97M-V/def2-TZVPD).

Properties
SMILES: Nc1n[nH]c(O)n1
total charge: 0

Atoms and positions in Å:
N 2.24816 0.23475 0.26037
C 0.90225 0.15587 -0.09589
N 0.47951 -1.05374 -0.39890
N -0.86245 -0.91808 -0.32888
C -1.19949 0.32547 0.00934
O -2.50677 0.39309 0.38426
N -0.10569 1.09183 0.08573
H 2.66998 -0.67734 0.11153
H 2.85731 0.99708 0.00722
H -1.45058 -1.72232 -0.21723
H -3.03222 1.17340 0.18245

Forces on atoms 1 to 3 (eV/Å):
N -0.1 0.2 -0.2
C -0.2 -0.3 0.1
N 0.2 0.0 0.2

=====

Relative energy (zero: lowest compared OMol25 entry of this formula, charge and spin) per entry: 51.4 6.6 61.3 21.4 kcal/mol
Orbital gap per entry: 9.4 11.9 8.9 9.1 eV